No. 1
Formula: C35H58N2O6
Source: OMol25
Level of theory: ωB97M-V/def2-TZVPD

Atoms and positions in Å:
1 C -0.26 0.99 3.76
2 C 0.07 -0.15 2.78
3 O 0.44 -1.30 3.59
4 C 1.28 0.13 1.88
5 O 1.15 1.31 1.05
6 C -0.11 1.57 0.59
7 C -0.66 2.77 1.00
8 C -1.93 3.15 0.66
9 C -2.66 2.29 -0.12
10 C -2.10 1.11 -0.56
11 C -0.84 0.73 -0.21
12 C -3.15 0.42 -1.42
13 O -3.21 -0.74 -1.75
14 N -4.14 1.41 -1.71
15 C -3.94 2.26 -2.92
16 C -3.26 1.55 -4.11
17 C -1.78 1.97 -4.17
18 C -1.00 1.37 -5.37
19 C -1.31 -0.09 -5.69
20 C -0.82 -1.13 -4.65
21 C 0.34 -0.64 -3.77
22 C 0.94 -1.75 -2.91
23 C 1.96 -1.22 -1.86
24 C 3.40 -1.18 -2.42
25 C 4.05 0.22 -2.51
26 C 3.09 1.35 -2.89
27 N 3.80 2.63 -3.06
28 C 5.07 2.94 -2.70
29 C 5.25 4.25 -3.05
30 C 4.07 4.72 -3.65
31 C 3.17 3.68 -3.63
32 C -4.09 2.37 -0.63
33 O -4.99 3.08 -0.26
34 H -0.49 0.59 4.74
35 H -1.19 1.46 3.41
36 H 0.49 1.79 3.78
37 H -0.81 -0.49 2.24
38 H 0.99 -0.93 4.28
39 H 1.41 -0.74 1.22
40 H 2.16 0.24 2.50
41 H -0.06 3.43 1.61
42 H -2.36 4.09 0.99
43 H -0.44 -0.22 -0.55
44 H -3.38 3.18 -2.70
45 H -4.93 2.58 -3.24
46 H -3.73 1.96 -5.02
47 H -3.41 0.47 -4.11
48 H -1.77 3.06 -4.32
49 H -1.29 1.78 -3.21
50 H -1.30 1.96 -6.25
51 H 0.06 1.56 -5.24
52 H -0.82 -0.31 -6.65
53 H -2.38 -0.24 -5.87
54 H -0.41 -1.97 -5.23
55 H -1.63 -1.56 -4.05
56 H 0.01 0.16 -3.11
57 H 1.12 -0.30 -4.46
58 H 1.49 -2.44 -3.56
59 H 0.15 -2.33 -2.42
60 H 1.62 -0.28 -1.42
61 H 1.95 -1.97 -1.07
62 H 4.02 -1.78 -1.75
63 H 3.45 -1.69 -3.39
64 H 4.49 0.47 -1.54
65 H 4.88 0.16 -3.22
66 H 2.38 1.52 -2.08
67 H 2.58 1.15 -3.83
68 H 5.75 2.26 -2.22
69 H 6.17 4.81 -2.92
70 H 3.91 5.71 -4.04
71 H 2.16 3.68 -4.01
72 C -2.77 1.66 8.95
73 C -3.07 2.08 7.52
74 O -2.52 1.21 6.54
75 C -2.96 -0.13 6.58
76 C -4.46 -0.29 6.38
77 H -1.70 1.57 9.11
78 H -3.18 2.39 9.65
79 H -3.22 0.69 9.19
80 H -2.62 3.06 7.34
81 H -4.14 2.20 7.36
82 H -2.64 -0.62 7.50
83 H -2.44 -0.64 5.76
84 H -5.03 0.19 7.18
85 H -4.73 -1.35 6.37
86 H -4.77 0.16 5.44
87 C 2.66 -4.74 2.69
88 C 2.39 -4.29 1.27
89 O 2.96 -5.13 0.28
90 C 2.50 -6.47 0.27
91 C 1.01 -6.61 0.04
92 H 3.73 -4.83 2.87
93 H 2.24 -4.02 3.40
94 H 2.21 -5.71 2.91
95 H 2.85 -3.30 1.13
96 H 1.32 -4.16 1.10
97 H 2.80 -6.98 1.19
98 H 3.03 -6.96 -0.55
99 H 0.43 -6.15 0.85
100 H 0.73 -7.66 -0.01
101 H 0.71 -6.12 -0.89

Results
Gap between HOMO and LUMO, eV: 7.92
Total charge: 0
LUMO, eV: -0.17
Spin multiplicity: 1

No. 2
Formula: C35H58N3OP2Sn
Source: OMol25
Level of theory: ωB97M-V/def2-TZVPD

Atoms and positions in Å:
1 C -1.11 -2.29 -1.59
2 C 1.02 -1.36 -1.75
3 C -0.69 -3.42 -2.28
4 C 1.55 -2.57 -2.23
5 C 0.67 -3.62 -2.52
6 H -1.46 -4.11 -2.62
7 H 2.62 -2.65 -2.38
8 H 1.02 -4.56 -2.94
9 N -0.22 -1.37 -1.20
10 P -3.01 -0.93 0.03
11 P 3.07 0.77 -0.74
12 C -2.59 -1.99 -1.42
13 H -2.95 -1.47 -2.33
14 H -3.16 -2.93 -1.39
15 C -0.18 3.05 1.59
16 O 0.42 4.02 1.73
17 C 1.69 -0.04 -2.03
18 H 2.26 -0.22 -2.94
19 C 4.37 1.63 -1.79
20 C 3.45 0.65 1.12
21 C -4.27 0.41 -0.44
22 C -3.63 -2.22 1.26
23 C 3.93 3.10 -1.94
24 H 4.02 3.65 -0.99
25 H 4.57 3.60 -2.68
26 H 2.89 3.18 -2.27
27 C 5.78 1.55 -1.19
28 H 5.88 2.03 -0.21
29 H 6.12 0.51 -1.12
30 H 6.46 2.07 -1.88
31 C 4.52 0.98 -3.18
32 H 5.05 1.69 -3.84
33 H 5.12 0.06 -3.13
34 H 3.59 0.72 -3.67
35 C 3.90 2.02 1.66
36 H 3.05 2.72 1.70
37 H 4.28 1.89 2.69
38 H 4.68 2.51 1.07
39 C 2.25 0.20 1.97
40 H 1.46 0.98 2.01
41 H 1.81 -0.73 1.58
42 H 2.56 0.02 3.01
43 C 4.51 -0.46 1.13
44 H 5.44 -0.16 0.62
45 H 4.76 -0.74 2.16
46 H 4.12 -1.35 0.61
47 C -4.01 -1.50 2.56
48 H -4.38 -2.24 3.28
49 H -3.15 -0.99 3.02
50 H -4.81 -0.75 2.43
51 C -2.51 -3.23 1.55
52 H -2.14 -3.71 0.64
53 H -1.67 -2.78 2.09
54 H -2.92 -4.02 2.19
55 C -4.83 -3.00 0.71
56 H -5.13 -3.74 1.46
57 H -5.71 -2.38 0.50
58 H -4.59 -3.56 -0.21
59 C -4.01 0.88 -1.88
60 H -4.30 0.11 -2.62
61 H -4.64 1.77 -2.07
62 H -2.97 1.16 -2.05
63 C -4.08 1.60 0.53
64 H -3.06 2.01 0.48
65 H -4.77 2.40 0.24
66 H -4.29 1.32 1.57
67 C -5.72 -0.07 -0.34
68 H -5.92 -0.92 -1.01
69 H -6.02 -0.33 0.68
70 H -6.38 0.75 -0.66
71 Sn -0.71 0.41 0.42
72 N -0.02 1.51 -1.20
73 C 0.78 1.10 -2.11
74 C 0.59 1.85 -3.49
75 C 1.65 1.66 -4.58
76 C -0.72 1.31 -4.03
77 C 0.46 3.35 -3.21
78 H 2.58 2.19 -4.35
79 H 1.83 0.61 -4.84
80 H 1.26 2.13 -5.50
81 H -1.51 1.58 -3.32
82 H -0.95 1.73 -5.01
83 H -0.69 0.21 -4.10
84 H -0.19 3.80 -3.96
85 H 0.00 3.49 -2.22
86 H 1.42 3.86 -3.22
87 N 0.08 -2.23 3.39
88 C -0.12 -1.50 4.54
89 C 0.15 -2.09 5.80
90 C -0.07 -1.37 6.97
91 C -0.58 -0.06 6.90
92 C -0.85 0.53 5.66
93 C -0.62 -0.18 4.48
94 H 0.53 -3.14 3.45
95 H 0.22 -1.75 2.50
96 H 0.53 -3.11 5.83
97 H 0.15 -1.82 7.93
98 H -0.75 0.51 7.82
99 H -1.24 1.55 5.60
100 H -0.83 0.27 3.51

Results
Gap between HOMO and LUMO, eV: 5.71
Total charge: +1
Energy above the lowest of the compared OMol25 structures with the same formula, charge and spin, kcal per mole: 66.9
LUMO, eV: -3.25
Spin multiplicity: 1

No. 3
Formula: C35H59BIN8O13S4
Source: OMol25
Level of theory: ωB97M-V/def2-TZVPD

Atoms and positions in Å:
1 C 5.58 2.00 0.10
2 C 6.21 0.79 0.95
3 C 6.24 -0.63 0.20
4 C 5.68 -0.63 -1.30
5 N 4.20 -0.43 -1.42
6 C 3.41 -1.37 -0.57
7 C 2.56 -0.47 0.47
8 C 1.23 0.15 -0.25
9 C -0.13 -0.58 0.20
10 C -0.69 -0.07 1.63
11 C -1.03 1.49 1.53
12 C -0.34 2.39 2.69
13 C 1.19 2.77 2.40
14 S 1.41 4.55 1.81
15 C 1.65 4.45 -0.03
16 S 3.12 4.51 -0.82
17 N 0.43 4.27 -0.87
18 C -0.59 5.29 -0.73
19 C -1.65 4.77 -1.74
20 N -1.19 3.53 -2.36
21 C 0.12 3.24 -1.84
22 O 0.13 -0.41 2.79
23 B -0.67 -1.12 3.80
24 C 0.05 -1.73 5.14
25 C 1.64 -1.79 5.09
26 C 2.45 -2.26 3.86
27 C 3.99 -2.31 3.83
28 C 4.85 -1.93 5.08
29 C 4.04 -1.49 6.35
30 C 2.47 -1.40 6.37
31 O -1.53 -2.03 3.00
32 C -1.89 -1.14 1.90
33 C -3.40 -0.63 2.06
34 C -4.47 -1.82 1.99
35 O -4.19 -3.03 2.08
36 I -6.61 -1.36 1.72
37 C 3.76 -0.51 -2.85
38 S 3.27 0.93 -3.57
39 S 3.69 -2.08 -3.83
40 C 1.88 -2.60 -3.98
41 C 1.46 -3.72 -2.90
42 C 0.58 -4.93 -3.53
43 H 5.63 2.94 0.78
44 H 4.45 1.81 -0.05
45 H 6.11 2.22 -0.89
46 H 7.30 1.10 1.20
47 H 5.71 0.62 1.97
48 H 7.36 -0.94 0.12
49 H 5.76 -1.41 0.89
50 H 6.24 0.20 -1.87
51 H 5.98 -1.63 -1.82
52 H 4.01 -2.20 -0.07
53 H 2.61 -1.91 -1.22
54 H 3.20 0.33 0.97
55 H 2.18 -1.17 1.29
56 H 1.22 1.29 -0.18
57 H 1.37 -0.10 -1.38
58 H -1.00 -0.42 -0.55
59 H 0.11 -1.69 0.31
60 H -0.68 1.98 0.53
61 H -2.15 1.74 1.58
62 H -0.93 3.39 2.68
63 H -0.43 1.92 3.73
64 H 1.73 2.74 3.42
65 H 1.75 2.03 1.73
66 H -0.61 6.23 -0.09
67 H -2.65 5.25 -1.96
68 H 0.77 2.36 -2.15
69 H -1.46 -0.34 4.26
70 H -0.34 -1.14 6.05
71 H -0.31 -2.82 5.26
72 H 1.84 -2.58 2.94
73 H 4.49 -2.64 2.86
74 H 5.98 -1.98 5.02
75 H 4.69 -1.25 7.27
76 H 1.95 -1.07 7.33
77 H -1.93 -1.87 1.02
78 H -3.66 0.10 1.20
79 H -3.48 -0.06 3.05
80 H 1.62 -2.97 -5.03
81 H 1.29 -1.65 -3.70
82 H 0.77 -3.22 -2.12
83 H 2.36 -4.15 -2.33
84 H 1.10 -5.92 -3.27
85 H -0.43 -4.97 -2.97
86 H 0.43 -4.83 -4.66
87 C -6.79 2.72 3.05
88 N -5.41 2.88 2.51
89 O -5.00 2.00 1.78
90 O -4.80 3.87 2.86
91 H -7.21 1.80 2.66
92 H -6.72 2.69 4.13
93 H -7.37 3.58 2.71
94 C -9.20 1.31 -0.16
95 N -9.63 2.06 1.05
96 O -10.74 1.82 1.49
97 O -8.83 2.86 1.52
98 H -10.01 0.65 -0.47
99 H -9.00 2.05 -0.94
100 H -8.31 0.75 0.09
101 C -10.34 5.70 1.30
102 N -10.41 6.36 -0.04
103 O -9.91 5.76 -0.98
104 O -10.95 7.45 -0.09
105 H -9.83 4.75 1.19
106 H -9.79 6.37 1.96
107 H -11.37 5.56 1.64
108 C 4.38 -7.61 -5.39
109 N 3.41 -6.73 -4.68
110 O 3.36 -6.81 -3.47
111 O 2.74 -5.98 -5.38
112 H 4.90 -8.21 -4.65
113 H 3.81 -8.24 -6.07
114 H 5.07 -6.97 -5.93
115 C 3.15 -1.12 -7.70
116 N 4.14 -1.31 -8.79
117 O 5.32 -1.29 -8.50
118 O 3.68 -1.46 -9.92
119 H 3.69 -0.99 -6.76
120 H 2.57 -0.23 -7.92
121 H 2.52 -2.00 -7.66

Results
Gap between HOMO and LUMO, eV: 5.72
Total charge: -1
LUMO, eV: 0.84
Spin multiplicity: 1

| no. | largest force on an atom (hartree/bohr) |
| --- | --- |
| 1 | 0.05182 |
| 2 | 0.06228 |
| 3 | 0.11951 |